1.
This record from the Open Molecules 2025 dataset describes a gas-phase ion, C4H12NO (charge +1) in a non-equilibrium geometry. The level of theory is ωB97M-V with the def2-TZVPD basis set.

The structure (SMILES) is [NH3+]CCCCO. As for the total energy: -289.32520 hartree. As for the total charge: +1. As for the HOMO-LUMO gap: 11.09 eV. The energy relative to the best compared isomer or geometry (same formula, charge and spin) comes out at 130.4 kJ/mol. The highest occupied orbital energy comes out at -14.4 eV. The largest force on an atom comes out at 2.994 eV/A.

Each line ends with the Mulliken charge.
Atoms and positions in Å:
N1 1.647 -0.759 0.038  -0.211
C1 0.663 -1.151 1.110  -0.721
C2 -0.661 -0.361 1.034  -0.653
C3 -1.168 -0.104 -0.419  -0.842
C4 -0.882 1.300 -1.070  -0.471
O1 0.437 1.729 -0.781  -0.517
H1 1.287 -1.041 -0.870  0.335
H2 2.510 -1.204 0.353  0.385
H3 1.815 0.255 -0.005  0.299
H4 0.669 -2.224 1.192  0.427
H5 0.967 -0.678 2.061  0.327
H6 -1.455 -0.828 1.605  0.482
H7 -0.586 0.567 1.609  0.369
H8 -2.262 -0.202 -0.265  0.346
H9 -1.014 -0.938 -1.085  0.406
H10 -1.080 1.137 -2.137  0.356
H11 -1.569 2.146 -0.902  0.376
H12 0.681 2.358 -1.467  0.307

Atoms 1-3, force components in eV/Å:
N -0.1 0.2 1.3
C -0.7 2.3 1.8
C -0.2 0.1 -1.4

---

2.
This record from the Open Molecules 2025 dataset describes C4H8N2O in the gas phase. The level of theory is ωB97M-V with the def2-TZVPD basis set.

The structure (SMILES) is [H]/N=C(\NC)C(C)=O. As for the total energy: -341.96509 hartree. As for the HOMO-LUMO gap: 9.98 eV. The energy relative to the best compared isomer or geometry (same formula, charge and spin) comes out at 101.2 kJ/mol. The highest occupied orbital energy comes out at -9.3 eV. The largest force on an atom comes out at 0.538 eV/A.

Each line ends with the Mulliken charge.
Atoms and positions in Å:
H1 -0.653 -0.308 1.913  0.232
N1 0.220 -0.253 1.389  -0.670
C1 0.012 -0.054 0.140  0.267
N2 -1.170 0.084 -0.515  -0.140
C2 -2.424 -0.120 0.161  -1.054
C3 1.223 0.051 -0.775  0.834
C4 2.551 0.203 -0.094  -1.061
O1 1.064 0.026 -1.979  -0.599
H2 -1.115 0.122 -1.522  0.289
H3 -3.233 -0.160 -0.570  0.327
H4 -2.637 0.693 0.867  0.311
H5 -2.419 -1.065 0.722  0.337
H6 2.591 -0.450 0.779  0.331
H7 3.359 0.001 -0.798  0.337
H8 2.632 1.231 0.280  0.259

Atoms 1-3, force components in eV/Å:
H 0.1 0.0 0.0
N -0.2 0.1 -0.2
C -0.1 0.0 0.1